1.
Here is a molecular structure, C35H46MoN4P2S4Si2 from the OMol25 dataset. Energies are from ωB97M-V/def2-TZVPD.

Each line ends with the Löwdin charge.
Positions of all 94 atoms, in Å:
Mo 0.10101 0.04268 -0.26108  1.08
C -1.93036 -4.20273 1.36659  -0.15
Si -2.17915 -2.40104 0.97727  0.39
C -3.33321 -2.27327 -0.47317  -0.21
C -2.97776 -1.51579 2.40912  -0.16
N -0.56861 -1.56990 0.74271  -0.44
P 0.83957 -1.65574 1.64157  0.76
C 1.39656 -0.03547 1.29615  -0.59
P 0.78007 1.50992 1.81205  0.78
N -0.48383 1.62160 0.71257  -0.43
Si -1.69624 2.95946 0.41591  0.39
C -3.16746 2.13709 -0.37468  -0.17
C -2.24409 3.64022 2.06406  -0.16
C -0.86483 4.33564 -0.52325  -0.17
C 1.90633 2.86910 1.54696  -0.30
C 3.01338 2.70850 0.71526  -0.08
C 3.81498 3.80025 0.42161  -0.05
C 3.51527 5.04772 0.95226  -0.04
C 2.41744 5.20893 1.78735  -0.05
C 1.61184 4.12312 2.08847  -0.09
C 0.18711 1.61538 3.49011  -0.34
C 1.05426 2.04265 4.49930  -0.08
C 0.62437 2.02483 5.81697  -0.04
C -0.65702 1.58099 6.12505  -0.04
C -1.51505 1.15306 5.11966  -0.04
C -1.09237 1.16802 3.80156  -0.11
C 0.74452 -2.23419 3.33586  -0.28
C 0.61234 -3.61937 3.50622  -0.09
C 0.58491 -4.16297 4.77725  -0.04
C 0.73043 -3.34005 5.88763  -0.04
C 0.91920 -1.97687 5.72278  -0.05
C 0.92665 -1.42157 4.45172  -0.06
C 1.90974 -2.85792 0.84923  -0.37
C 1.45839 -3.66282 -0.19034  -0.11
C 2.31944 -4.58596 -0.76703  -0.05
C 3.62596 -4.69463 -0.31115  -0.05
C 4.07717 -3.88691 0.72727  -0.05
C 3.21901 -2.97309 1.31381  -0.07
H -2.92306 -4.66222 1.33282  0.05
H -1.31159 -4.72714 0.63570  0.04
H -1.53558 -4.37806 2.36480  0.02
H -4.27202 -2.70607 -0.11013  0.05
H -3.54491 -1.25145 -0.79006  0.02
H -3.02068 -2.84974 -1.34254  0.02
H -3.98382 -1.91809 2.55522  0.05
H -2.42614 -1.63923 3.34410  0.04
H -3.08988 -0.45121 2.19217  0.01
H -3.70596 1.54995 0.37393  0.03
H -3.85326 2.91224 -0.72821  0.05
H -2.93805 1.49851 -1.22566  0.00
H -2.90713 2.96609 2.60701  0.04
H -1.42238 3.92034 2.72404  0.02
H -2.80970 4.55398 1.85455  0.06
H -0.13767 4.01408 -1.26591  0.00
H -1.62820 4.92138 -1.04283  0.05
H -0.36174 5.00388 0.17933  0.03
H 3.24784 1.72660 0.32662  0.05
H 4.68451 3.68012 -0.21099  0.11
H 4.14598 5.89676 0.72426  0.12
H 2.19226 6.17940 2.20851  0.12
H 0.76045 4.25648 2.74322  0.10
H 2.05443 2.38246 4.26232  0.12
H 1.28706 2.36174 6.60293  0.12
H -0.98917 1.57323 7.15497  0.12
H -2.51295 0.81242 5.36324  0.12
H -1.75268 0.83356 3.01514  0.07
H 0.56057 -4.27617 2.64856  0.10
H 0.47491 -5.23183 4.90124  0.12
H 0.72299 -3.76921 6.88082  0.12
H 1.07207 -1.33909 6.58319  0.11
H 1.10495 -0.36654 4.34175  0.07
H 0.44389 -3.56879 -0.55639  0.07
H 1.96816 -5.22210 -1.56879  0.12
H 4.29531 -5.41656 -0.76003  0.12
H 5.09460 -3.97723 1.08317  0.12
H 3.56825 -2.34920 2.12910  0.12
S -1.61530 0.13390 -4.59352  0.72
C -0.96368 0.11106 -3.12942  -1.72
S -0.33964 1.44341 -2.20579  0.57
S -0.82212 -1.26407 -2.05914  0.58
C 4.44683 0.55495 -4.43927  -0.03
N 3.62665 0.56788 -3.22281  -0.01
C 2.56955 -0.18177 -2.93830  -0.68
S 2.29258 -0.34332 -1.19575  0.73
N 1.85603 -0.80580 -3.84900  0.00
C 1.81682 -0.55206 -5.29484  -0.04
H 5.40444 1.00125 -4.18790  0.10
H 3.99865 1.12908 -5.24505  0.09
H 4.62610 -0.46788 -4.76108  0.10
H 4.00004 1.06834 -2.43161  0.12
H 1.19501 -1.48313 -3.48892  0.07
H 1.77969 0.51877 -5.48129  0.10
H 0.89896 -0.99150 -5.67143  0.08
H 2.65808 -1.00008 -5.81587  0.09

Properties
Total energy ... -122522.99815 eV
Lowest unoccupied orbital energy ... -7.057 eV
Net charge ... +2
E_HOMO ... -0.4960 Ha
HOMO-LUMO gap ... 6.441 eV


2.
Here is a single C2H4N2O2 molecule from the OMol25 dataset. Energies are from ωB97M-V/def2-TZVPD.

Each line ends with the Löwdin charge.
Positions of all 10 atoms, in Å:
N 0.29179 1.27938 -1.15967  0.18
C 0.66056 0.40747 -0.18889  -0.47
O 1.81029 0.03838 -0.00970  0.07
C -0.41441 -0.11804 0.76894  -0.48
N -0.61243 -1.45732 0.65839  0.17
O -0.96197 0.60214 1.58212  0.07
H -0.66170 1.52417 -1.38168  0.11
H 1.02531 1.66412 -1.73865  0.12
H -1.12145 -1.91916 1.39639  0.11
H -0.01598 -2.02114 0.07275  0.11

Properties
Total energy ... -9214.84263 eV
Lowest unoccupied orbital energy ... 0.798 eV
E_HOMO ... -0.3576 Ha
HOMO-LUMO gap ... 10.530 eV


3.
Here is a molecular structure, C13H24F15O19S9Zn2 at a distorted geometry from the OMol25 dataset. Energies are from ωB97M-V/def2-TZVPD.

Each line ends with the Löwdin charge.
Positions of all 82 atoms, in Å:
Zn 1.63465 2.38235 0.44234  0.66
Zn 1.47289 -2.75641 -0.39673  0.62
C -2.73744 -4.33215 -1.65407  -0.57
F -3.16301 -3.22446 -2.29399  0.12
F -3.00060 -4.30013 -0.31736  0.11
F -3.46369 -5.27715 -2.33141  0.10
S -0.90880 -4.73231 -1.88161  0.63
O 0.02017 -3.68424 -1.28288  -0.38
O -0.85470 -5.90161 -1.05569  -0.31
O -0.59393 -4.99922 -3.34107  -0.34
C -0.71722 6.52851 -0.51549  -0.56
F -1.38319 7.50806 0.08557  0.12
F -1.32594 6.23229 -1.70219  0.09
F 0.53726 7.05828 -0.73295  0.05
S -0.46141 5.09284 0.90195  0.56
O 0.27818 5.73989 1.98332  -0.31
O -1.81499 4.78156 1.33074  -0.31
O 0.34964 3.96328 0.39453  -0.37
C 4.91319 -0.50563 1.92822  -0.59
F 5.53582 -1.59177 1.66890  0.19
F 4.35009 -0.50777 3.17013  0.14
F 5.75637 0.52558 1.59844  0.10
S 3.46892 -0.28464 0.61748  0.64
O 4.11437 -0.03468 -0.69369  -0.33
O 2.70315 -1.52828 0.59338  -0.34
O 2.70215 0.90115 0.98635  -0.31
C -0.85965 2.27460 4.58354  -0.64
F -1.14565 0.99424 4.39813  0.12
F -1.81838 3.04834 4.06546  0.13
F -0.78333 2.60455 5.86594  0.14
S 0.84515 2.63785 3.73080  0.56
O 0.85039 2.34191 2.28208  -0.37
O 1.01153 4.08124 3.95064  -0.33
O 1.91756 1.90690 4.39301  -0.33
C -1.75922 0.16743 -1.57055  -0.58
F -1.48950 -0.78621 -2.44039  0.14
F -1.48970 1.33308 -2.18785  0.13
F -3.03037 0.05231 -1.15864  0.11
S -0.60761 0.00006 0.00379  0.63
O 0.29878 -1.13058 -0.29355  -0.34
O 0.14297 1.24203 0.04831  -0.33
O -1.46768 -0.15839 1.14941  -0.27
C -4.70254 0.81067 0.95944  -0.28
S -6.35087 0.80174 1.75536  0.89
O -7.27908 -0.03316 0.70340  -0.62
C -5.86128 -0.42207 3.13615  -0.25
H -4.52190 -0.08648 0.36733  0.04
H -3.84791 0.88457 1.63192  0.05
H -4.87376 1.58014 0.20664  0.04
H -6.59249 -0.37501 3.94314  0.02
H -4.98209 -0.21134 3.74503  0.04
H -6.03409 -1.42631 2.74920  0.04
C -0.40319 -5.40834 2.00673  -0.21
S 0.42306 -3.82613 2.69865  1.00
O 0.99910 -3.14742 1.43194  -0.59
C -1.09983 -2.83949 3.05864  -0.20
H 0.15073 -6.07944 1.35030  0.05
H -1.28820 -5.18155 1.41222  0.03
H -0.72637 -6.18651 2.69818  0.05
H -0.77508 -1.80277 3.14724  0.05
H -1.56221 -3.29643 3.93358  0.06
H -1.74931 -3.07089 2.21441  0.05
C 3.87042 4.12373 -2.51866  -0.22
S 2.48006 2.95847 -2.83647  0.94
O 2.15389 2.36740 -1.47848  -0.55
C 1.06700 4.02898 -3.29776  -0.21
H 4.66623 3.61464 -1.97496  0.05
H 3.50872 4.92964 -1.88009  0.06
H 4.44117 4.40825 -3.40262  0.05
H 0.25819 3.29981 -3.34499  0.04
H 1.13076 4.29681 -4.35241  0.06
H 0.72312 4.81930 -2.63049  0.05
C 1.99546 -3.75755 -4.44733  -0.22
S 2.14181 -2.13425 -3.60605  0.98
O 2.11112 -2.54488 -2.15911  -0.58
C 3.95573 -1.80988 -3.89182  -0.21
H 2.55007 -4.53037 -3.91511  0.08
H 2.19963 -3.63583 -5.51110  0.05
H 0.91579 -3.88159 -4.53113  0.02
H 4.37284 -2.26534 -4.78997  0.05
H 4.52401 -1.91257 -2.96736  0.06
H 3.98435 -0.72116 -3.93613  0.03

Properties
Total energy ... -287886.73061 eV
Lowest unoccupied orbital energy ... 1.387 eV
Net charge ... -1
E_HOMO ... -0.2246 Ha
HOMO-LUMO gap ... 7.498 eV


- What is the formula in the third record?
  C13H24F15O19S9Zn2


- Which value of HOMO-LUMO gap does entry 1 give?
  6.441 eV


- HOMO-LUMO gap of number 1 (C35H46MoN4P2S4Si2)?
  6.441 eV


- Among the records above, which one has the lowest HOMO-LUMO gap?
  C35H46MoN4P2S4Si2